[1]
C19H31As3F6N3O4S2SeV as an isolated structure. Source: the OMol25 dataset; level of theory: ωB97M-V with the def2-TZVPD basis set.

Its total charge is +2. For the frontier orbital gap (spin up / spin down), the calculation gives 0.2152 / 0.2271 Eh. As for the spin multiplicity: 3. As for the expectation value of S²: 2.042. For the HOMO energy (spin up / spin down), the calculation gives -13.3939 / -13.3937 eV. The calculation puts the LUMO energy (spin up / spin down) at -7.539 / -7.213 eV.

Atoms and positions in Å:
V1 0.936 1.510 0.055
C1 -1.015 1.596 3.152
As1 -1.135 0.774 1.406
C2 -2.885 1.339 0.820
C3 -1.165 -1.113 1.879
C4 -1.404 -2.186 0.803
C5 -1.472 -3.523 1.562
C6 -0.230 -2.305 -0.179
As2 0.452 -0.740 -1.116
C7 -0.710 -0.396 -2.623
C8 2.042 -1.467 -1.941
C9 -2.721 -1.918 0.060
As3 -3.514 -3.429 -0.980
C10 -5.248 -2.554 -1.203
C11 -2.830 -2.973 -2.763
H1 -0.138 1.223 3.677
H2 -1.912 1.354 3.719
H3 -0.942 2.676 3.035
H4 -3.637 0.859 1.444
H5 -3.056 1.094 -0.224
H6 -2.935 2.419 0.943
H7 -1.942 -1.201 2.643
H8 -0.207 -1.280 2.385
H9 -0.598 -3.646 2.206
H10 -1.515 -4.368 0.877
H11 -2.366 -3.564 2.188
H12 -0.493 -3.004 -0.980
H13 0.644 -2.728 0.323
H14 -0.899 -1.328 -3.151
H15 -0.211 0.311 -3.282
H16 -1.650 0.036 -2.290
H17 1.781 -2.407 -2.426
H18 2.808 -1.639 -1.188
H19 2.417 -0.764 -2.680
H20 -2.633 -1.053 -0.605
H21 -3.495 -1.677 0.795
H22 -5.781 -2.549 -0.253
H23 -5.838 -3.123 -1.920
H24 -5.136 -1.533 -1.568
H25 -1.786 -3.266 -2.881
H26 -2.955 -1.912 -2.981
H27 -3.410 -3.544 -3.489
F1 2.035 1.353 -4.018
C12 2.590 2.514 -3.695
F2 3.895 2.448 -3.810
F3 2.085 3.486 -4.417
S1 2.208 2.865 -1.911
O1 2.665 1.683 -1.142
O2 2.742 4.127 -1.540
N1 0.609 2.730 -1.820
S2 -0.260 3.752 -0.917
O3 0.223 3.428 0.472
O4 -1.641 3.563 -1.165
C13 0.148 5.574 -1.258
F4 0.628 5.640 -2.481
F5 -0.992 6.212 -1.156
F6 1.011 6.005 -0.371
Se1 2.619 2.848 2.538
N2 2.093 1.278 1.782
C14 2.918 0.328 2.222
C15 2.867 -1.053 1.888
C16 3.787 -1.884 2.439
C17 4.803 -1.421 3.341
C18 4.885 -0.119 3.693
C19 3.937 0.798 3.136
N3 3.928 2.090 3.399
H28 2.097 -1.422 1.225
H29 3.760 -2.940 2.198
H30 5.504 -2.138 3.744
H31 5.637 0.255 4.374



[2]
C19H31BN2O4Ru as an isolated structure. Source: the OMol25 dataset; level of theory: ωB97M-V with the def2-TZVPD basis set.

Its total charge is +1. For the frontier orbital gap (spin up / spin down), the calculation gives 0.2754 / 0.2686 Eh. As for the spin multiplicity: 6. As for the expectation value of S²: 8.769. For the HOMO energy (spin up / spin down), the calculation gives -10.3077 / -11.8839 eV. The calculation puts the LUMO energy (spin up / spin down) at -2.815 / -4.576 eV.

Atoms and positions in Å:
Ru1 0.512 0.221 0.799
C1 2.216 -0.904 4.417
C2 1.985 0.204 3.433
C3 3.015 0.637 2.599
C4 2.816 1.669 1.681
C5 3.918 2.120 0.772
C6 1.560 2.299 1.631
C7 0.511 1.929 2.495
C8 -0.771 2.713 2.530
C9 0.734 0.836 3.352
H1 2.733 -0.513 5.296
H2 2.839 -1.689 3.990
H3 1.281 -1.345 4.759
H4 3.979 0.146 2.645
H5 4.515 2.885 1.272
H6 3.520 2.544 -0.148
H7 4.579 1.295 0.515
H8 1.414 3.133 0.953
H9 -0.651 3.563 3.204
H10 -1.598 2.107 2.896
H11 -1.031 3.089 1.541
H12 -0.067 0.524 4.014
C10 0.937 -4.380 0.326
C11 1.016 -2.894 0.350
N1 0.567 -2.157 1.300
O1 0.001 -2.877 2.337
C12 1.594 -2.149 -0.800
C13 1.898 -2.763 -2.122
N2 1.721 -0.896 -0.552
O2 1.971 0.089 -1.317
H13 1.012 -4.790 1.330
H14 1.722 -4.797 -0.300
H15 -0.028 -4.687 -0.085
H16 -0.309 -2.207 2.957
H17 1.185 -3.553 -2.353
H18 2.900 -3.194 -2.140
H19 1.844 -1.994 -2.892
C14 -3.531 2.377 -2.118
C15 -2.340 1.443 -2.087
C16 -1.242 1.931 -3.021
O3 -1.763 1.470 -0.734
B1 -1.320 0.202 -0.479
O4 -1.728 -0.726 -1.376
C17 -2.688 -0.066 -2.271
C18 -4.074 -0.436 -1.772
C19 -2.461 -0.605 -3.669
H20 -3.195 3.405 -1.987
H21 -4.246 2.145 -1.332
H22 -4.040 2.314 -3.081
H23 -0.961 2.944 -2.733
H24 -1.584 1.956 -4.056
H25 -0.357 1.297 -2.959
H26 -4.247 -0.068 -0.760
H27 -4.171 -1.521 -1.762
H28 -4.848 -0.030 -2.423
H29 -1.431 -0.467 -3.990
H30 -3.118 -0.107 -4.384
H31 -2.691 -1.670 -3.689



The calculation returns the following ΔE to the lowest compared entry with this formula, charge and spin values, one per record and in order: 0.000; 2.264 eV.
The calculation returns the following DFT total energy values, one per record and in order: -12655.5587; -1272.4691 a.u..
The calculation returns the following maximum force values, one per record and in order: 0.67; 0.62 eV/Å.